Formula: C16H19NO
Source: OMol25
Level of theory: ωB97M-V/def2-TZVPD

```
37
Properties=species:S:1:pos:R:3:nbo_charge:R:1
C 1.09 3.56 -4.38 -0.227
C 0.09 2.62 -4.49 -0.203
C -0.16 1.74 -3.45 -0.249
C 0.60 1.79 -2.29 0.086
C 0.36 0.81 -1.18 -0.454
C 1.27 -0.42 -1.36 -0.201
N 1.23 -1.28 -0.20 -0.619
C 0.02 -2.06 -0.07 -0.250
C 0.15 -3.07 1.07 -0.064
O 0.42 -2.47 2.32 -0.490
C -0.55 -1.76 2.95 0.301
C -1.89 -1.73 2.60 -0.272
C -2.79 -0.99 3.36 -0.205
C -2.36 -0.28 4.47 -0.248
C -1.02 -0.32 4.82 -0.189
C -0.12 -1.05 4.08 -0.257
C 1.60 2.74 -2.19 -0.253
C 1.85 3.62 -3.23 -0.192
H 1.28 4.25 -5.19 0.212
H -0.51 2.56 -5.39 0.211
H -0.94 1.00 -3.54 0.207
H 0.60 1.26 -0.21 0.222
H -0.68 0.50 -1.17 0.205
H 2.30 -0.07 -1.49 0.200
H 0.97 -0.95 -2.29 0.159
H 2.04 -1.90 -0.20 0.355
H -0.22 -2.62 -0.99 0.166
H -0.80 -1.38 0.14 0.199
H 1.02 -3.72 0.89 0.190
H -0.75 -3.70 1.12 0.177
H -2.26 -2.28 1.75 0.206
H -3.83 -0.98 3.07 0.211
H -3.07 0.29 5.05 0.212
H -0.68 0.23 5.69 0.213
H 0.92 -1.09 4.34 0.223
H 2.20 2.80 -1.28 0.209
H 2.63 4.36 -3.13 0.210
```

## Properties
Maximum force (eV/Å): 0.51
Total energy (eV): -20437.5280
SMILES: c1ccc(CCNCCOc2ccccc2)cc1
Kohn-Sham gap (eV): 9.344
Relative energy (zero: lowest compared OMol25 entry of this formula, charge and spin) (kJ/mol): 137.6
Spin multiplicity: 1